ORCA calculation (ωB97M-V with the def2-TZVPD basis set) on C42H74O22PdS9 as an isolated structure at a distorted geometry.

Properties
Energy   -7011.4012 Eh
Largest force on an atom   0.0760 hartree/bohr
Kohn-Sham gap (spin up / spin down)   7.29 / 5.62 eV
LUMO energy (spin up / spin down)   -0.28 / -1.91 eV

```
! RIJCOSX wB97M-V def2-TZVPD def2/J DEFGRID3
* xyz 0 3
Pd 2.15890 0.54681 2.19006
C -1.45417 0.51298 -0.20280
C -0.15473 0.37630 0.36392
C 1.08196 0.53978 -0.59291
O 2.19848 0.38447 -0.02630
C 0.90418 0.85664 -1.92625
C -0.34810 1.11448 -2.44431
C -1.57989 0.87989 -1.56466
O -2.73945 1.09858 -1.96001
O -0.48565 1.38855 -3.65109
O 0.10092 0.14867 1.57476
H -2.30165 0.36200 0.44649
H 1.81233 1.00152 -2.49399
C -1.38372 -3.24370 3.06214
C -0.18252 -4.19906 2.96013
C -0.48406 -5.15231 1.82267
S -1.17508 -4.03328 0.50397
O -2.38422 -4.56635 -0.12594
O -0.08284 -3.54806 -0.33911
C -1.64669 -2.68658 1.64749
H -1.13691 -2.39004 3.69189
H -2.24884 -3.76196 3.47356
H 0.00338 -4.77222 3.87126
H 0.74205 -3.63254 2.81288
H -1.25946 -5.85841 2.11755
H 0.33992 -5.69059 1.35964
H -2.68587 -2.41896 1.47526
H -0.93002 -1.89768 1.43055
C 0.05209 4.79794 -7.57812
C 0.28292 3.62159 -6.59945
C -0.20627 2.34296 -7.25808
S -1.76304 2.85176 -8.08700
O -2.81636 2.75290 -7.09804
O -1.90531 2.23623 -9.38799
C -1.30335 4.60158 -8.26945
H 0.89747 4.80294 -8.26759
H 0.10901 5.72040 -7.00146
H -0.46185 3.70822 -5.80077
H 1.30276 3.62000 -6.22682
H -0.38748 1.50936 -6.58542
H 0.43501 2.03476 -8.08909
H -2.09626 5.28602 -7.97713
H -1.19313 4.79512 -9.33785
C 5.38205 -2.10525 -1.04831
C 4.02959 -2.28105 -1.79072
C 2.92365 -2.71507 -0.83333
S 3.57137 -2.50781 0.84491
O 4.04967 -3.74980 1.40361
O 2.71149 -1.64783 1.66746
C 5.02203 -1.52304 0.29569
H 5.99166 -1.35221 -1.54930
H 5.91910 -3.05271 -1.05633
H 4.22947 -3.01398 -2.57166
H 3.72044 -1.36397 -2.28927
H 2.40119 -3.66456 -0.94011
H 2.10228 -2.00907 -0.96954
H 5.75888 -1.41996 1.08946
H 4.66885 -0.51990 0.03665
C 3.18249 -2.93135 6.40608
C 1.73554 -3.34520 6.18152
C 0.93666 -2.00877 6.10557
S 2.08389 -0.79380 5.40741
O 2.30879 0.29535 6.33684
O 1.62878 -0.51021 4.05560
C 3.50406 -1.94908 5.28858
H 3.81725 -3.81644 6.39142
H 3.27316 -2.39237 7.35190
H 1.43767 -3.92175 7.05816
H 1.59330 -3.98169 5.31135
H 0.84184 -1.60267 7.11304
H 0.03029 -2.01254 5.51064
H 4.41527 -1.35632 5.29633
H 3.35279 -2.44848 4.32926
C -0.34394 -1.45196 -5.64141
C -1.24008 -2.07592 -4.54563
C -0.31437 -2.86770 -3.66075
S 0.71188 -3.80601 -4.90082
O 0.00538 -5.01641 -5.22682
O 2.10109 -3.76413 -4.47148
C 0.54856 -2.55395 -6.21854
H 0.18304 -0.59970 -5.21038
H -0.99812 -1.01284 -6.39628
H -2.02917 -2.70486 -4.95881
H -1.65121 -1.22014 -4.00677
H -0.64925 -3.66152 -2.99896
H 0.33523 -2.14031 -3.17127
H 0.17093 -2.96882 -7.14868
H 1.54953 -2.14067 -6.32413
C 2.28299 4.49012 -2.29036
C 3.47613 3.49870 -2.12651
C 4.21711 3.83396 -0.84289
S 2.83917 4.19849 0.33785
O 3.15157 5.44805 1.02392
O 2.49883 3.01708 1.13202
C 1.57590 4.47444 -0.92832
H 1.61322 4.03525 -3.01833
H 2.62896 5.47884 -2.58245
H 4.05902 3.34741 -3.03325
H 3.05021 2.50932 -1.93340
H 4.65572 4.80804 -1.07271
H 4.87433 3.13586 -0.33744
H 0.91246 5.30568 -0.70682
H 0.97792 3.56408 -0.82928
C -4.22540 0.08981 2.54840
C -3.81473 1.54058 2.34580
C -2.55514 1.84869 3.18447
S -2.57233 0.61226 4.54181
O -2.70621 1.32307 5.79933
O -1.47968 -0.32405 4.42344
C -4.14870 -0.15000 4.04769
H -3.50141 -0.53862 2.03268
H -5.24482 0.07820 2.18066
H -4.60541 2.26023 2.56529
H -3.51854 1.76435 1.31960
H -2.39373 2.84580 3.57985
H -1.68284 1.52490 2.60943
H -4.89222 0.43587 4.59481
H -4.23702 -1.15397 4.45967
C -4.83002 -1.99976 -2.90215
C -5.99263 -2.93373 -2.53552
C -6.66352 -2.32927 -1.32637
S -5.30322 -1.56210 -0.36485
O -5.04232 -2.40917 0.79240
O -5.54052 -0.14373 -0.19343
C -3.98585 -1.82514 -1.62957
H -5.16941 -0.97700 -3.09864
H -4.25320 -2.26741 -3.78531
H -5.63867 -3.94534 -2.33974
H -6.70313 -2.95974 -3.36328
H -7.16091 -3.07523 -0.70810
H -7.41682 -1.58204 -1.57188
H -3.37428 -2.69874 -1.40240
H -3.37268 -0.92334 -1.66347
C 1.91033 4.61651 6.17334
C 1.03045 3.46114 6.68933
C 0.03314 2.96585 5.63467
S 0.85573 3.36322 4.06086
O 1.34175 2.14552 3.42295
O 0.03304 4.25942 3.27056
C 2.25893 4.31390 4.69459
H 2.83949 4.64781 6.73947
H 1.44236 5.59422 6.28461
H 0.50102 3.73907 7.60010
H 1.67748 2.63071 6.98198
H -0.05675 1.88630 5.56345
H -0.83283 3.60622 5.76688
H 3.09372 3.61278 4.71119
H 2.45639 5.13242 4.00860
*
```

=====

ORCA calculation (ωB97M-V with the def2-TZVPD basis set) on C40H34BiN3P2 as an isolated structure at a distorted geometry.

Properties
Energy   -2605.7865 Eh
Largest force on an atom   0.0267 hartree/bohr
Kohn-Sham gap   6.69 eV
LUMO energy   -6.12 eV

```
! RIJCOSX wB97M-V def2-TZVPD def2/J DEFGRID3
* xyz 2 1
Bi 0.21051 -0.02479 -0.05470
C -1.45541 -3.11548 -0.10358
P 0.31731 -2.80445 -0.53444
C 1.11844 -4.44402 -0.53876
C 1.69692 -4.97744 -1.68596
C 2.38232 -6.17773 -1.60534
C 2.50115 -6.83409 -0.39119
C 1.91844 -6.30434 0.74977
C 1.23684 -5.10416 0.68229
C 0.13232 -2.32543 -2.29081
C -0.87261 -2.83866 -3.10350
C -1.05234 -2.34234 -4.38159
C -0.24424 -1.32286 -4.85704
C 0.78481 -0.83303 -4.07024
C 0.97814 -1.33590 -2.79613
C -2.30140 -1.92582 -0.41274
C -3.60822 -1.87786 -0.81787
C -4.00021 -0.51868 -0.80775
C -2.91693 0.21207 -0.40098
C -2.84954 1.65921 -0.02719
P -1.12624 2.30203 0.00209
C -1.07851 3.65523 1.21623
C -1.13826 3.29532 2.56238
C -1.06899 4.26686 3.54106
C -0.93737 5.59911 3.17960
C -0.87443 5.95656 1.84150
C -0.93769 4.98880 0.85324
C -0.70964 2.93520 -1.64766
C 0.53776 3.54805 -1.79195
C 0.95744 3.98202 -3.03431
C 0.14790 3.78774 -4.14386
C -1.08118 3.16568 -4.00623
C -1.51335 2.73079 -2.76486
N -1.85594 -0.64110 -0.15671
H -1.50315 -3.34288 0.96920
H -1.81117 -3.99754 -0.63974
H 1.61190 -4.46277 -2.63247
H 2.83400 -6.59535 -2.49208
H 3.05780 -7.75641 -0.33168
H 2.00990 -6.82040 1.69313
H 0.79593 -4.67639 1.57381
H -1.51443 -3.62872 -2.74844
H -1.82479 -2.75576 -5.00949
H -0.40625 -0.92186 -5.84468
H 1.44196 -0.06827 -4.45284
H 1.81910 -0.99297 -2.20429
H -4.22971 -2.71328 -1.07506
H -4.97140 -0.14045 -1.05707
H -3.23654 1.78620 0.99313
H -3.45872 2.28242 -0.68874
H -1.25359 2.25430 2.83264
H -1.10944 3.98690 4.58286
H -0.88336 6.35654 3.94405
H -0.76874 6.99466 1.56823
H -0.89191 5.26269 -0.19036
H 1.16197 3.69462 -0.91901
H 1.91217 4.47132 -3.14030
H 0.47966 4.11650 -5.11543
H -1.71197 3.02011 -4.86854
H -2.47012 2.23967 -2.67751
C -1.53144 -0.86723 4.02918
C -0.55741 -0.51905 4.95473
C 0.64597 -0.01084 4.49937
C 0.87253 0.12068 3.12796
N -0.08862 -0.20940 2.24947
C -1.25353 -0.67915 2.68959
C 2.15949 0.59333 2.60728
C 3.30868 0.70152 3.39031
C 4.49366 1.09954 2.79105
C 4.50373 1.39792 1.43643
C 3.31413 1.27043 0.73355
N 2.18777 0.87674 1.30404
H -2.48416 -1.27167 4.33392
H -0.73578 -0.63664 6.01117
H 1.40147 0.28221 5.20926
H -1.98898 -0.90349 1.93306
H 3.30388 0.45911 4.43876
H 5.39971 1.16876 3.37329
H 5.40891 1.70937 0.94052
H 3.26310 1.48851 -0.32502
*
```

=====

ORCA calculation (ωB97M-V with the def2-TZVPD basis set) on one molecule with the formula C4H9NS3 at a distorted geometry.

Properties
Energy   -1407.1058 Eh
Largest force on an atom   0.0446 hartree/bohr
Kohn-Sham gap   8.47 eV
LUMO energy   -0.15 eV
Energy above the lowest of the compared OMol25 structures with the same formula, charge and spin   5.76 kcal per mole

```
! RIJCOSX wB97M-V def2-TZVPD def2/J DEFGRID3
* xyz 0 1
C 0.24947 -1.16454 1.14059
C -0.01847 -0.08469 0.12474
N 0.22681 1.25674 0.72883
C 0.79576 -0.19597 -1.15717
S 2.57969 -0.00754 -0.85316
C -1.52014 -0.07131 -0.33738
S -2.37457 -1.36823 -0.70330
S -2.14546 1.52755 -0.50663
H -0.15014 -2.13559 0.77354
H -0.36393 -1.15773 2.07153
H 1.31193 -1.19097 1.41267
H 1.24267 1.37107 0.91439
H -0.24112 1.35430 1.63789
H 0.56535 0.62431 -1.85201
H 0.65985 -1.19109 -1.59897
H 2.57054 1.36664 -0.92142
H -3.38824 1.06706 -0.87414
*
```